No. 1
Entry from the Open Molecules 2025 dataset: the molecule C5H8O (the ωB97M-V functional and the def2-TZVPD basis).

Last column: Mulliken charge in e.
Cartesian coordinates (Å):
O (0.840, 0.947, 1.586)  -0.410
C (0.071, 0.518, 0.266)  0.396
C (-1.353, 0.159, 0.438)  -0.466
C (-0.254, -0.895, 0.487)  -0.741
C (0.208, -1.140, -0.989)  -0.452
C (0.805, 0.299, -1.031)  -0.790
H (0.281, 1.545, 2.114)  0.439
H (-1.836, 0.405, 1.382)  0.207
H (-2.006, 0.312, -0.426)  0.209
H (0.671, -0.064, 1.861)  0.582
H (0.934, -1.944, -1.132)  0.288
H (-0.617, -1.287, -1.698)  0.226
H (1.886, 0.289, -0.870)  0.244
H (0.570, 0.967, -1.867)  0.267

Energy above the lowest of the compared OMol25 structures with the same formula, charge and spin = 6.075 eV
E_LUMO = 0.016 Eh
F_max = 0.006 Eh/bohr
Calculated total energy = -7356.1808 eV

***

No. 2
Entry from the Open Molecules 2025 dataset: the molecule C4H8N4 in a non-equilibrium geometry (the ωB97M-V functional and the def2-TZVPD basis).

Last column: Mulliken charge in e.
Cartesian coordinates (Å):
C (-0.297, 0.751, 1.039)  0.484
C (-0.335, -1.007, -0.703)  0.445
C (0.347, 2.080, 1.217)  -1.390
C (-0.373, -1.473, -2.168)  -1.266
N (0.373, -0.176, 1.911)  -0.169
N (1.019, -1.011, 1.241)  -0.371
N (0.039, 0.329, -0.331)  -0.297
N (0.916, -0.764, -0.066)  -0.073
H (-1.383, 0.830, 1.456)  0.205
H (-0.983, -1.600, 0.014)  0.429
H (1.439, 2.024, 1.197)  0.317
H (0.377, 2.358, 2.230)  0.454
H (0.034, 2.787, 0.382)  0.303
H (0.458, -1.215, -2.854)  0.326
H (-1.394, -1.299, -2.472)  0.324
H (-0.238, -2.615, -2.095)  0.277

Energy above the lowest of the compared OMol25 structures with the same formula, charge and spin = 4.514 eV
E_LUMO = 0.027 Eh
SMILES = C[C@@H]1N=NN2[C@H](C)N12
F_max = 0.082 Eh/bohr
Calculated total energy = -10233.7286 eV

***

No. 3
Entry from the Open Molecules 2025 dataset: the molecule C5H7NO (the ωB97M-V functional and the def2-TZVPD basis).

Last column: Mulliken charge in e.
Cartesian coordinates (Å):
C (0.736, 2.298, 0.273)  -1.052
C (0.305, 0.599, 0.273)  0.612
C (-0.742, 0.225, -0.451)  -0.100
O (-0.996, -1.094, -0.791)  -0.254
C (-0.449, -2.029, 0.020)  -0.513
N (-0.723, -3.205, -0.541)  -0.131
C (1.476, 0.815, 0.868)  -0.459
H (1.207, 2.847, 1.091)  0.338
H (-0.327, 2.583, 0.334)  0.382
H (1.167, 2.572, -0.686)  0.218
H (-1.476, 0.913, -0.848)  0.324
H (-1.229, -3.300, -1.418)  0.210
H (-0.409, -4.045, -0.083)  0.259
H (1.460, 0.822, 1.962)  0.168

Energy above the lowest of the compared OMol25 structures with the same formula, charge and spin = 6.576 eV
E_LUMO = 0.039 Eh
F_max = 0.012 Eh/bohr
Calculated total energy = -8829.6268 eV

***

No. 4
Entry from the Open Molecules 2025 dataset: a structure of composition H5O2 in a non-equilibrium geometry (the ωB97M-V functional and the def2-TZVPD basis).

Last column: Mulliken charge in e.
Cartesian coordinates (Å):
O (1.106, 0.534, -0.103)  -1.510
H (1.365, 0.868, 0.772)  0.561
H (1.716, -0.221, -0.287)  0.605
O (-1.109, -0.468, 0.101)  -1.537
H (-1.699, 0.277, -0.149)  0.492
H (-1.406, -1.358, -0.177)  0.614
H (0.046, -0.158, 0.048)  0.775

Energy above the lowest of the compared OMol25 structures with the same formula, charge and spin = 0.085 eV
E_LUMO (spin up / spin down) = 0.022 / 0.024 Eh
2S+1 = 2
F_max = 0.020 Eh/bohr
Expectation value of S² = 0.751
Calculated total energy = -4172.2510 eV

***

No. 5
Entry from the Open Molecules 2025 dataset: the molecule C2H7N5 in a non-equilibrium geometry (the ωB97M-V functional and the def2-TZVPD basis).

Last column: Mulliken charge in e.
Cartesian coordinates (Å):
C (0.025, 0.454, -0.404)  1.261
C (0.376, -0.666, 0.685)  -0.054
N (-0.257, 1.821, -0.114)  -0.520
N (-0.604, -0.028, -1.597)  -0.590
N (-0.515, -1.702, 0.862)  -0.399
N (1.331, 0.002, -0.212)  -0.765
N (1.462, -0.503, 1.434)  -0.540
H (-1.188, 2.181, -0.292)  0.176
H (0.224, 2.240, 0.675)  0.188
H (-0.012, -0.103, -2.419)  0.212
H (-1.503, 0.382, -1.828)  0.200
H (-1.138, -1.935, 0.097)  0.245
H (-0.179, -2.475, 1.430)  0.283
H (1.979, 0.334, 1.685)  0.303

Energy above the lowest of the compared OMol25 structures with the same formula, charge and spin = 5.084 eV
E_LUMO = 0.034 Eh
SMILES = NC1(N)N2N[C@]21N
F_max = 0.094 Eh/bohr
Calculated total energy = -9632.9543 eV